# 1
The following is a quantum chemistry calculation of a cluster of 2 separate species, C11H13N3O in total at a distorted geometry, from the Open Molecules 2025 dataset.

Geometry as XYZ:
```
28
Properties=species:S:1:pos:R:3:forces:R:3:nbo_charge:R:1
C 1.528 -5.700 -1.201 0.435 0.141 -0.374 0.552
C -0.311 0.312 -0.090 0.628 -0.990 0.186 -0.002
C 0.017 -0.809 0.829 -1.133 -1.691 -0.654 0.059
C 1.115 1.022 1.483 -1.263 0.413 0.038 0.298
C 1.757 1.867 2.323 0.540 0.991 -2.074 -0.260
C -3.719 0.583 -2.678 -1.753 1.483 -0.690 -0.317
C -0.967 0.173 -1.293 -0.678 -2.123 0.409 0.093
C -2.751 1.371 -2.236 0.117 0.539 -0.476 -0.204
C 2.062 -3.940 0.320 3.020 5.604 5.416 0.983
C 1.263 -0.768 3.014 0.916 -5.116 -0.251 -0.452
C -1.197 1.151 -2.363 -1.290 2.184 4.034 -0.495
N 1.984 -4.713 -0.608 -0.830 -2.477 -2.489 -0.537
N 0.364 1.366 0.375 2.203 1.930 1.773 -0.435
N 0.837 -0.306 1.725 -0.352 2.392 0.294 -0.369
O 2.482 -3.130 1.078 -2.341 -3.532 -3.069 -0.268
H 1.889 -6.172 -2.142 -0.304 0.115 0.477 0.266
H 2.233 1.553 3.201 0.431 -0.379 1.018 0.240
H 2.044 2.833 1.912 -0.361 0.142 0.445 0.237
H -4.804 1.034 -2.800 2.343 -1.275 0.644 0.254
H -3.505 -0.345 -3.144 -0.098 -0.927 -0.288 0.198
H -1.432 -0.862 -1.323 0.560 1.351 -0.438 0.251
H -3.105 2.322 -1.885 0.525 0.461 0.412 0.229
H 1.256 -0.197 3.907 0.044 1.609 -0.019 0.256
H 2.248 -1.305 2.861 -0.865 0.909 0.595 0.228
H 0.571 -1.573 3.300 0.158 0.025 -0.330 0.254
H -0.654 2.107 -2.096 -0.695 -0.925 -0.522 0.228
H -0.929 0.870 -3.299 0.716 -1.160 -2.790 0.264
H 0.316 2.371 0.337 -0.675 0.305 -1.281 0.449
```
Positions in Å, forces in eV/Å.

Computed properties:
HOMO-LUMO gap (alpha / beta) in eV: 5.239 / 4.927
Charge: +2
E_LUMO (alpha / beta) in eV: -10.23 / -10.14

# 2
The following is a quantum chemistry calculation of a structure of composition C11H13N5S2Sc, from the Open Molecules 2025 dataset.

Geometry as XYZ:
```
32
Properties=species:S:1:pos:R:3:forces:R:3:nbo_charge:R:1
Sc 0.227 -0.271 -0.264 0.474 -0.694 0.286 1.909
C 3.640 4.845 -0.836 -0.031 -0.068 0.088 -0.616
C 3.433 4.235 0.547 -0.015 0.124 -0.243 -0.223
N 3.410 2.776 0.515 0.111 0.050 0.070 -0.546
C 2.328 2.043 0.283 -0.231 -0.269 -0.075 0.347
S 2.589 0.293 0.294 -0.668 -0.008 -0.150 -0.328
N 1.191 2.669 0.065 0.222 0.483 0.050 -0.448
N 0.112 1.881 -0.137 -0.333 0.326 -0.132 -0.407
C -1.034 2.460 -0.347 0.462 0.173 0.039 0.287
C -1.196 3.940 -0.404 -0.022 -0.031 0.070 -0.700
C -2.186 1.568 -0.554 -0.281 -0.122 -0.114 0.158
C -3.430 2.057 -0.927 0.117 0.041 0.103 -0.213
C -4.473 1.170 -1.139 0.045 -0.112 0.006 -0.102
C -4.252 -0.187 -0.970 -0.100 0.100 -0.018 -0.233
C -2.988 -0.609 -0.603 0.083 -0.139 0.040 0.090
N -1.974 0.239 -0.399 0.213 0.297 -0.033 -0.582
H 3.698 5.930 -0.754 -0.007 -0.004 -0.024 0.227
H 2.809 4.588 -1.493 0.012 0.009 -0.014 0.213
H 4.565 4.486 -1.288 0.003 0.016 0.002 0.215
H 2.487 4.571 0.965 0.039 -0.001 0.096 0.219
H 4.237 4.531 1.218 -0.020 -0.031 0.053 0.214
H 4.280 2.279 0.606 0.030 -0.021 0.051 0.419
H -0.255 4.416 -0.151 -0.027 0.027 -0.005 0.276
H -1.970 4.270 0.290 -0.022 0.000 -0.023 0.246
H -1.488 4.249 -1.410 -0.022 -0.004 0.001 0.249
H -3.579 3.120 -1.048 0.010 -0.008 -0.014 0.246
H -5.445 1.537 -1.440 -0.012 -0.009 0.016 0.246
H -5.039 -0.910 -1.126 0.026 -0.022 0.012 0.253
H -2.772 -1.661 -0.471 0.029 -0.006 -0.028 0.229
S -1.242 -4.119 -2.428 -0.047 -0.041 0.007 0.084
C -0.523 -2.949 -1.684 0.141 0.023 -0.054 0.211
N 0.027 -2.043 -1.114 -0.178 -0.075 -0.062 -0.940
```
Positions in Å, forces in eV/Å.

Computed properties:
HOMO-LUMO gap in eV: 7.205
Charge: +1
E_LUMO in eV: -4.57

# 3
The following is a quantum chemistry calculation of a structure of composition C11H13NO4 at a distorted geometry, from the Open Molecules 2025 dataset.

Geometry as XYZ:
```
29
Properties=species:S:1:pos:R:3:forces:R:3:nbo_charge:R:1
O 0.628 0.246 -2.028 -16.236 5.730 -3.957 -0.567
C 1.605 -0.113 -1.764 12.398 -7.933 0.044 0.812
O 2.518 0.594 -1.242 4.460 1.243 2.091 -0.668
H 2.316 1.522 -1.260 -0.558 0.759 0.162 0.495
C 2.081 -1.520 -2.190 -4.728 0.830 14.069 -0.433
C 1.073 -2.600 -2.236 -4.146 3.485 1.113 -0.462
C 0.525 -2.928 -0.867 -5.763 -3.084 0.016 -0.132
N -0.283 -1.823 -0.255 12.608 -9.214 7.298 -0.598
C 0.455 -1.275 0.761 0.563 -0.262 2.554 0.581
O 1.471 -1.698 1.337 -0.307 -1.136 -1.812 -0.624
C -0.012 -0.082 1.399 -2.366 4.567 -0.570 -0.281
C -1.232 0.505 0.985 4.839 4.586 4.125 -0.160
C -1.590 2.071 1.386 5.971 -6.902 0.740 0.193
C -2.780 2.561 1.475 -0.047 3.346 0.186 -0.308
C -2.716 3.819 1.995 3.463 2.979 5.076 -0.370
C -1.231 3.788 2.651 -9.043 6.341 -0.615 0.231
O -0.638 2.822 2.266 1.522 -7.352 -4.156 -0.375
H -0.745 4.537 3.231 0.313 0.412 0.341 0.188
H -3.506 4.593 2.259 1.266 -1.344 -0.517 0.233
H -3.531 2.218 0.928 -3.303 -1.719 -1.977 0.233
H -1.957 0.119 0.366 -1.374 -1.126 -1.262 0.198
H 0.868 0.472 2.036 -2.862 -1.366 -1.567 0.258
H -0.826 -1.289 -0.608 -8.538 7.818 -6.588 0.364
H 1.163 -3.503 -0.073 -1.291 1.557 -1.669 0.275
H -0.791 -3.786 -1.081 3.954 1.453 0.249 0.114
H 0.180 -2.130 -2.813 1.167 -1.078 0.590 0.207
H 1.401 -3.413 -2.744 1.022 -2.540 -1.423 0.223
H 2.680 -1.761 -2.788 9.185 -1.553 -9.771 0.193
H 2.874 -1.947 -1.125 -2.170 1.502 -2.767 0.179
```
Positions in Å, forces in eV/Å.

Computed properties:
HOMO-LUMO gap in eV: 8.048
Charge: 0
E_LUMO in eV: 0.23

# 4
The following is a quantum chemistry calculation of the molecule C11H13NSi at a distorted geometry, from the Open Molecules 2025 dataset.

Geometry as XYZ:
```
26
Properties=species:S:1:pos:R:3:forces:R:3:nbo_charge:R:1
C -0.234 -2.581 1.917 -1.708 0.094 1.393 -0.208
C 0.580 -2.943 0.868 0.018 -0.003 0.506 -0.205
C -0.832 -1.314 1.946 0.952 -0.554 0.214 -0.176
C 0.874 -1.974 -0.064 -1.639 -0.653 -0.481 -0.218
C -0.599 -0.396 0.964 0.423 -0.402 -1.062 -0.052
C 0.204 -0.772 -0.113 1.228 1.495 -0.680 -0.437
C -1.246 0.899 1.040 0.090 0.122 -0.420 -0.169
C -2.177 1.275 0.032 -1.298 -1.001 -1.106 0.325
C -0.911 1.811 1.934 1.122 -1.359 0.462 -0.377
C 1.483 0.008 -3.000 2.383 1.539 -0.281 -1.168
C 1.369 2.031 -0.689 -0.823 1.667 -1.634 -1.169
N -3.408 1.193 -0.082 -0.433 1.006 -1.350 -0.639
Si 0.592 0.534 -1.438 -1.452 0.361 0.179 1.355
H -0.647 -3.190 2.749 0.977 -0.293 -0.843 0.219
H 0.956 -3.929 0.657 0.075 -0.312 0.543 0.217
H -1.441 -1.002 2.759 -0.535 -0.104 0.619 0.216
H 1.273 -2.346 -0.957 1.369 -0.171 -1.192 0.201
H -1.591 2.569 1.984 -1.041 2.663 0.577 0.197
H -0.037 1.689 2.546 -0.060 0.124 0.455 0.209
H 1.969 0.791 -3.723 -0.730 -0.636 2.013 0.260
H 2.354 -0.611 -2.644 -0.939 -0.059 -0.835 0.242
H 0.824 -0.388 -3.718 -0.750 -1.650 -0.500 0.250
H 1.665 2.662 -1.566 0.085 -0.585 0.431 0.240
H 0.609 2.719 -0.220 1.203 -1.085 0.476 0.270
H 2.284 1.712 -0.217 0.142 0.476 0.941 0.239
H -3.912 1.554 -0.964 1.340 -0.683 1.575 0.379
```
Positions in Å, forces in eV/Å.

Computed properties:
HOMO-LUMO gap (alpha / beta) in eV: 6.370 / 7.224
Charge: 0
E_LUMO (alpha / beta) in eV: -0.13 / -0.03

| no. | E (Ha) |
| --- | --- |
| 1 | -665.51280 |
| 2 | -2257.74427 |
| 3 | -782.26834 |
| 4 | -771.03093 |